A cluster of 5 separate species, C32H61N6O4 in total, computed with the ωB97M-V functional and the def2-TZVPD basis.

Calculated values
**Charge**: +3
**E_tot**: -51268.6975 eV
**Kohn-Sham gap**: 1.28 eV
**HOMO level**: -10.75 eV

Atoms and positions in Å:
1 C 0.52 7.27 -7.00
2 C 1.18 7.99 -8.20
3 C 2.70 7.67 -8.27
4 C 3.01 6.28 -8.72
5 C 2.41 5.96 -10.05
6 C 0.94 6.13 -10.13
7 N 0.51 7.51 -9.56
8 O -0.86 7.89 -9.61
9 C 0.24 4.82 -9.42
10 C 0.56 6.08 -11.69
11 C 1.15 9.51 -8.11
12 H -0.55 7.06 -7.07
13 H 0.55 7.90 -6.11
14 H 0.98 6.29 -6.91
15 H 3.10 7.87 -7.28
16 H 3.27 8.40 -8.86
17 H 2.57 5.62 -7.96
18 H 4.09 6.17 -8.73
19 H 2.77 4.98 -10.36
20 H 2.96 6.52 -10.80
21 H -0.85 4.80 -9.49
22 H 0.42 4.81 -8.34
23 H 0.71 3.90 -9.77
24 H 1.07 5.21 -12.08
25 H 0.90 6.95 -12.25
26 H -0.52 5.98 -11.84
27 H 0.11 9.84 -8.09
28 H 1.67 10.03 -8.91
29 H 1.55 9.93 -7.18
30 C -0.45 14.01 -21.69
31 C 0.00 12.82 -22.52
32 C 1.63 12.89 -22.56
33 C 2.35 11.58 -22.94
34 C 1.87 10.41 -22.12
35 C 0.34 10.18 -22.06
36 N -0.36 11.51 -21.83
37 O -1.75 11.47 -21.49
38 C 0.16 9.23 -20.81
39 C -0.34 9.48 -23.23
40 C -0.63 12.78 -23.94
41 H -0.08 13.93 -20.67
42 H -1.53 13.92 -21.58
43 H -0.11 14.98 -22.06
44 H 2.09 13.20 -21.62
45 H 1.90 13.65 -23.29
46 H 3.44 11.57 -23.05
47 H 2.01 11.33 -23.94
48 H 2.31 10.57 -21.14
49 H 2.36 9.50 -22.46
50 H 0.36 8.17 -21.02
51 H -0.89 9.28 -20.53
52 H 0.79 9.51 -19.97
53 H -0.03 9.82 -24.22
54 H -1.41 9.67 -23.30
55 H -0.21 8.41 -23.37
56 H -0.62 13.78 -24.36
57 H -1.63 12.36 -23.83
58 H -0.22 12.08 -24.67
59 C 10.51 4.27 -10.98
60 C 11.46 5.15 -11.72
61 N 11.25 6.60 -11.54
62 C 10.23 7.35 -12.11
63 C 10.38 8.67 -11.64
64 N 11.59 8.75 -10.91
65 C 12.05 7.49 -10.81
66 C 12.01 9.92 -10.15
67 H 10.87 3.30 -10.64
68 H 9.53 4.21 -11.47
69 H 10.35 4.84 -10.07
70 H 11.50 4.87 -12.77
71 H 12.49 4.97 -11.41
72 H 9.42 7.05 -12.76
73 H 9.67 9.49 -11.68
74 H 12.92 7.20 -10.23
75 H 12.66 9.51 -9.37
76 H 11.17 10.43 -9.68
77 H 12.54 10.59 -10.82
78 C 10.80 3.70 -19.92
79 C 11.66 4.26 -18.66
80 N 11.54 5.71 -18.57
81 C 12.45 6.63 -18.08
82 C 11.89 7.92 -18.00
83 N 10.58 7.81 -18.46
84 C 10.38 6.48 -18.82
85 C 9.52 8.90 -18.40
86 H 10.94 4.25 -20.85
87 H 9.71 3.75 -19.85
88 H 11.03 2.64 -20.09
89 H 12.72 4.02 -18.67
90 H 11.22 3.78 -17.78
91 H 13.47 6.34 -17.91
92 H 12.38 8.84 -17.71
93 H 9.42 6.07 -19.11
94 H 9.99 9.81 -18.02
95 H 8.65 8.53 -17.86
96 H 9.20 9.13 -19.41
97 C 4.16 2.42 -18.13
98 C 4.87 3.35 -17.06
99 O 5.44 2.78 -16.05
100 O 4.80 4.62 -17.25
101 H 4.51 2.78 -19.10
102 H 3.09 2.62 -18.14
103 H 4.47 1.38 -18.04

***

The molecule C2H4N2OS2, computed with the ωB97M-V functional and the def2-TZVPD basis.

Calculated values
**E_tot**: -28833.2970 eV
**Kohn-Sham gap**: 7.74 eV
**HOMO level**: -7.92 eV

Atoms and positions in Å:
1 C -1.13 0.37 0.61
2 C 1.02 0.28 -0.64
3 N -0.04 0.99 -0.01
4 N 1.43 -0.91 -0.10
5 O -3.38 -0.92 0.33
6 S 1.47 1.91 0.28
7 S -2.01 -0.78 -0.17
8 H -1.65 1.10 1.33
9 H 1.25 0.51 -1.71
10 H 1.03 -1.10 0.84
11 H 2.00 -1.44 -0.76

***

A cluster of 2 separate species, C4H11NO2 in total, computed with the ωB97M-V functional and the def2-TZVPD basis.

Calculated values
**E_tot**: -9911.6466 eV
**Kohn-Sham gap**: 10.58 eV
**SMILES**: CC(N)=O.CCO
**HOMO level**: -9.69 eV

Atoms and positions in Å:
1 C -0.45 -0.36 2.14
2 C -1.27 0.88 1.83
3 O -0.78 -1.37 1.19
4 H 0.61 -0.16 2.07
5 H -0.76 -0.75 3.12
6 H -0.89 1.36 0.92
7 H -0.24 -2.16 1.26
8 H -1.11 1.60 2.63
9 H -2.34 0.74 1.65
10 C 1.12 1.08 -2.40
11 C 0.73 0.18 -1.25
12 O 1.30 0.24 -0.19
13 N -0.41 -0.57 -1.53
14 H 0.29 1.38 -3.05
15 H 1.82 0.66 -3.11
16 H -0.72 -1.26 -0.85
17 H -0.71 -0.76 -2.47
18 H 1.58 1.97 -1.98

***

- Which value of Kohn-Sham gap does entry 3 give?
  10.58 eV